{"formula": "C7H18O3", "method": "ωB97M-V with the def2-TZVPD basis set", "elements": ["C", "C", "C", "C", "C", "C", "C", "H", "H", "H", "H", "H", "H", "H", "H", "H", "H", "H", "H", "O", "H", "H", "O", "H", "H", "O", "H", "H"], "positions_angstrom": [[-0.413597, 1.006350, -3.462511], [-0.816569, 0.063487, -2.597620], [-1.390433, 0.484109, -1.260149], [-0.620320, -0.179631, -0.125367], [-0.127826, -1.447351, -0.272852], [-0.645506, 0.561458, 1.174823], [-0.720370, 2.030628, 1.060767], [-0.300310, 0.761344, -4.511947], [-0.082977, 2.009435, -3.139388], [-0.853491, -1.049679, -2.863511], [-1.321225, 1.598069, -1.141960], [-2.522029, 0.393590, -1.265446], [-0.070669, -2.010215, -1.259162], [0.351363, -1.893627, 0.506455], [-1.475295, 0.060064, 1.702976], [0.255267, 0.295339, 1.838104], [-1.543115, 2.568903, 0.334391], [-1.040693, 2.400874, 2.027516], [0.244578, 2.318840, 0.626838], [1.912913, -0.773459, 1.845070], [2.750309, -0.861190, 2.313914], [1.247477, -1.107662, 2.480016], [-0.513021, -1.115911, 3.426736], [-1.050296, -1.890420, 3.229955], [-0.197663, -1.211424, 4.236566], [3.105059, -0.991490, -1.932157], [2.612668, -1.747617, -1.635776], [3.225769, -0.272814, -1.336280]], "forces_ev_per_angstrom": [[0.368, -0.692, 0.158], [-0.895, 0.046, -0.599], [0.504, 0.667, -0.201], [-0.432, -2.044, -0.965], [-1.244, 2.235, -2.812], [0.412, -2.331, 0.943], [-2.104, 2.109, -1.659], [0.584, -0.028, 0.049], [-0.887, -0.435, -0.179], [-0.291, 1.912, 0.065], [0.366, -1.112, -0.564], [1.182, -0.642, 0.282], [-0.450, 0.915, 1.438], [1.319, -1.173, 2.001], [-0.091, 0.879, 0.028], [-1.606, 0.801, -1.528], [1.764, -1.747, 1.700], [0.884, 0.641, 0.275], [-0.126, 0.752, 0.692], [0.419, -0.465, 0.718], [0.050, 0.012, -0.090], [0.233, 0.166, -0.384], [-2.007, 0.253, -5.314], [0.018, 0.024, 0.040], [2.055, -0.761, 5.883], [0.816, -0.376, -2.091], [-0.349, 0.251, 0.951], [-0.492, 0.141, 1.163]], "smiles": "C=CCC(=C)CC.O.O.O", "homo_energy_ev": -8.480, "e_above_lowest_kcal_mol": 68.1, "homo_lumo_gap_ev": 8.6, "total_charge": 0}